ORCA calculation (ωB97M-V/def2-TZVPD) on a 2-piece molecular cluster, C17H38BO7P overall at a distorted geometry.

Each line ends with the Löwdin charge.
Geometry (Å):
1 C -3.809 -5.870 -0.991  -0.08
2 C -2.370 -6.396 -0.955  -0.15
3 C -1.415 -5.358 -0.432  -0.51
4 O -1.143 -5.257 0.739  0.12
5 O -0.889 -4.550 -1.384  0.00
6 C -0.709 -3.192 -0.940  -0.20
7 C -0.534 -2.255 -2.120  -0.13
8 B -0.595 -0.737 -1.720  -0.14
9 C -0.624 -0.157 -0.273  -0.16
10 C -1.913 0.648 0.020  -0.20
11 C -3.183 -0.219 0.014  -0.19
12 C -3.904 -0.221 -1.351  -0.17
13 C -5.395 -0.474 -1.159  -0.24
14 O -5.641 -1.726 -0.531  -0.18
15 C -5.996 -2.713 -1.473  -0.12
16 H -4.213 -5.840 0.021  0.08
17 H -4.421 -6.583 -1.543  0.08
18 H -3.895 -4.893 -1.462  0.06
19 H -2.058 -6.705 -1.953  0.12
20 H -2.312 -7.253 -0.288  0.12
21 H -1.604 -2.896 -0.388  0.11
22 H 0.122 -3.081 -0.243  0.13
23 H -1.346 -2.447 -2.833  0.11
24 H 0.392 -2.475 -2.662  0.11
25 H -0.660 0.056 -2.620  0.08
26 H 0.219 0.542 -0.177  0.10
27 H -0.499 -0.896 0.524  0.10
28 H -1.998 1.410 -0.759  0.10
29 H -1.830 1.120 0.998  0.11
30 H -3.893 0.211 0.727  0.11
31 H -2.989 -1.242 0.335  0.11
32 H -3.506 -1.032 -1.971  0.11
33 H -3.756 0.746 -1.834  0.12
34 H -5.805 0.301 -0.507  0.12
35 H -5.907 -0.448 -2.126  0.12
36 H -5.196 -2.838 -2.212  0.08
37 H -6.118 -3.665 -0.958  0.08
38 H -6.945 -2.482 -1.968  0.09
39 O 2.350 2.225 0.985  -0.21
40 P 3.300 3.260 1.404  0.44
41 O 4.768 2.983 0.817  -0.19
42 C 4.926 2.455 -0.504  -0.27
43 C 4.809 3.533 -1.563  -0.07
44 O 3.630 2.963 2.966  -0.21
45 C 2.742 2.183 3.771  -0.28
46 C 3.284 0.783 3.964  -0.07
47 O 3.227 4.828 1.507  -0.18
48 C 4.363 5.589 1.975  -0.24
49 C 4.998 6.377 0.836  -0.06
50 H 4.204 1.657 -0.685  0.11
51 H 5.919 2.006 -0.536  0.12
52 H 3.856 4.062 -1.480  0.08
53 H 4.879 3.096 -2.560  0.08
54 H 5.605 4.270 -1.455  0.07
55 H 1.745 2.154 3.333  0.10
56 H 2.662 2.692 4.734  0.12
57 H 3.546 0.334 3.006  0.08
58 H 2.550 0.147 4.461  0.08
59 H 4.191 0.804 4.571  0.07
60 H 5.087 4.944 2.466  0.11
61 H 3.964 6.265 2.729  0.12
62 H 4.352 6.387 -0.040  0.08
63 H 5.956 5.945 0.548  0.07
64 H 5.188 7.406 1.139  0.07

As for the HOMO-LUMO gap: 10.38 eV. As for the SMILES: CCC(=O)OCCBCCCCCOC.CCOP(=O)(OCC)OCC. The max |F| comes out at 0.089 hartree/bohr. The calculation puts the LUMO energy at 0.669 eV.